Record 1
The following is a quantum chemistry calculation of a 2-piece molecular cluster, C2H5ClS2 overall, from the OMol25 dataset.

## Properties
* E: -36347.3546 eV
* HOMO level: -8.5652 eV
* ΔE to the lowest compared entry with this formula, charge and spin: 0.9125 eV
* Kohn-Sham gap: 8.35 eV
* structure (SMILES): CC(=S)S.Cl

Last column: natural (NBO) charge in e.
Element x y z (Å)
C -1.1652 0.7155 0.2305  -0.693
C -0.4775 0.3864 -1.0887  -0.267
S -1.1474 0.2607 -2.5758  0.002
S 1.2092 -0.0108 -0.9739  0.077
Cl -0.2556 -2.8715 1.0722  -0.258
H -0.9835 -0.1526 0.8541  0.240
H -0.6383 1.5539 0.8032  0.245
H -2.1897 0.8210 -0.0474  0.244
H -1.1509 -2.8282 1.9644  0.262
H 1.5087 0.3191 -2.2235  0.148

Cartesian forces (eV/Å) of the 3 atoms listed first:
C 1.9 0.2 -0.4
C 0.1 0.0 -0.6
S -0.6 0.4 0.7

***

Record 2
The following is a quantum chemistry calculation of one molecule with the formula C2H5F2OP, from the OMol25 dataset.

## Properties
* E: -18924.8367 eV
* HOMO level: -10.0690 eV
* ΔE to the lowest compared entry with this formula, charge and spin: 4.4115 eV
* Kohn-Sham gap: 11.01 eV
* structure (SMILES): COC(F)(F)P

Last column: natural (NBO) charge in e.
Element x y z (Å)
C -0.5046 -1.0702 -1.3485  -0.288
C -0.0567 0.2352 0.6944  0.696
O -0.0462 0.1462 -0.7137  -0.546
F 0.7862 -0.6724 1.2865  -0.356
F -1.2467 0.0149 1.2929  -0.344
P 0.5160 1.9820 1.0428  0.276
H -0.9155 -0.8434 -2.3580  0.202
H -1.4672 -1.3148 -0.8433  0.192
H 0.1324 -1.9845 -1.4958  0.200
H 1.3272 1.7405 2.2461  -0.002
H 1.4752 1.7666 0.1966  -0.030

Cartesian forces (eV/Å) of the 3 atoms listed first:
C -2.4 -0.4 -0.3
C 1.0 0.3 -0.5
O 0.2 -0.9 1.0

***

Record 3
The following is a quantum chemistry calculation of one molecule with the formula C2H5FIP, from the OMol25 dataset.

## Properties
* E: -22261.0813 eV
* HOMO level: -9.4315 eV
* ΔE to the lowest compared entry with this formula, charge and spin: 1.5603 eV
* Kohn-Sham gap: 9.67 eV
* structure (SMILES): FPCCI

Last column: natural (NBO) charge in e.
Element x y z (Å)
C 0.5163 0.9362 0.2134  -0.478
C 0.0584 -0.4745 -0.4048  -0.669
F -0.7898 -2.9212 -1.0418  -0.591
P 0.7178 -2.5365 -0.5199  0.939
I 2.6996 0.9790 0.0677  0.025
H 0.1658 1.7397 -0.4167  0.225
H 0.2809 1.0571 1.2587  0.219
H 0.0258 -0.3258 -1.4888  0.207
H -0.9626 -0.6388 -0.0574  0.216
H 0.3413 -2.8192 0.8142  -0.094

Cartesian forces (eV/Å) of the 3 atoms listed first:
C 1.2 -2.8 -0.8
C 0.1 -0.1 -0.1
F 0.7 0.0 -0.2